No. 1
C6H6O | ωB97M-V with the def2-TZVPD basis set

Summary:
* E_HOMO: -0.250 hartree
* ΔE to the lowest compared entry with this formula, charge and spin: 6.264 eV

Last column: Mulliken charge in e.
Cartesian coordinates (Å):
C (0.638, 0.115, 3.793)  0.0152
C (0.685, -0.030, 2.591)  -0.7462
C (-1.761, 0.078, -2.139)  -0.7452
C (-0.424, -0.018, -2.000)  -0.2201
C (0.905, -0.119, 1.200)  0.0829
C (0.455, -0.049, -0.912)  0.1853
O (0.018, 0.093, 0.268)  -0.2168
H (0.599, 0.487, 4.773)  0.4388
H (-2.236, 0.315, -3.148)  0.2403
H (-2.364, 0.275, -1.248)  0.2757
H (0.134, -0.135, -2.896)  0.2736
H (1.938, -0.386, 0.828)  0.2633
H (1.414, -0.627, -1.111)  0.1531

***

No. 2
CH5BrP2 | ωB97M-V with the def2-TZVPD basis set

Summary:
* E_HOMO (spin up / spin down): -0.312 / -0.314 hartree
* ΔE to the lowest compared entry with this formula, charge and spin: 4.104 eV

Last column: Mulliken charge in e.
Cartesian coordinates (Å):
C (-2.280, -0.152, -0.270)  -0.5757
P (1.409, 0.391, 0.802)  -0.1734
P (2.921, -0.918, 0.226)  -0.0384
Br (-3.597, 0.462, -1.487)  -0.0942
H (-2.534, -0.514, 0.641)  0.4239
H (-1.215, -0.143, -0.471)  0.2206
H (2.253, 1.475, 1.373)  0.0813
H (1.254, 1.131, -0.579)  0.1010
H (1.788, -1.732, -0.234)  0.0550

***

No. 3
C18H24N4O6Pd | ωB97M-V with the def2-TZVPD basis set

Summary:
* E_HOMO: -0.203 hartree
* ΔE to the lowest compared entry with this formula, charge and spin: 2.728 eV

Last column: Mulliken charge in e.
Cartesian coordinates (Å):
Pd (0.541, 1.650, -0.181)  0.7283
O (-5.948, -0.609, -0.374)  -0.4993
C (-5.463, 0.158, 0.701)  -0.6314
C (-3.998, 0.446, 0.526)  0.4374
C (-3.284, 1.069, 1.580)  -1.1773
C (-1.977, 1.436, 1.372)  -0.3610
N (-1.333, 1.210, 0.228)  -0.1300
C (-1.974, 0.512, -0.777)  0.3867
C (-3.332, 0.155, -0.630)  -0.4547
C (-1.167, 0.217, -1.897)  0.6384
C (-1.623, -0.289, -3.129)  -0.5094
C (-0.746, -0.495, -4.160)  0.6517
C (-1.214, -1.078, -5.465)  -0.7354
O (-1.999, -2.236, -5.288)  -0.5016
C (0.619, -0.179, -3.962)  -0.9018
C (1.020, 0.314, -2.747)  -0.4644
N (0.180, 0.485, -1.726)  -0.2331
H (-6.898, -0.724, -0.276)  0.3076
H (-5.622, -0.365, 1.657)  0.3357
H (-5.988, 1.127, 0.755)  0.3259
H (-3.773, 1.272, 2.520)  0.4436
H (-1.406, 1.961, 2.132)  0.5714
H (-3.844, -0.353, -1.431)  0.5288
H (-2.672, -0.501, -3.255)  0.4095
H (-0.346, -1.292, -6.106)  0.3506
H (-1.860, -0.364, -5.985)  0.2955
H (-1.488, -2.882, -4.788)  0.3266
H (1.332, -0.319, -4.756)  0.4021
H (2.058, 0.568, -2.556)  0.5235
O (4.089, 3.685, -0.102)  -0.5671
C (3.016, 3.183, -0.193)  0.4842
O (2.477, 2.222, -0.726)  -0.4781
C (1.735, 4.124, 0.693)  0.3877
O (1.954, 5.292, 0.670)  -0.5514
O (0.917, 3.326, 1.133)  -0.4982
C (4.037, -2.022, 1.768)  -1.7327
C (2.861, -1.382, 2.507)  1.6087
C (3.380, -0.653, 3.750)  -1.9121
C (1.855, -2.470, 2.921)  -1.7052
N (2.289, -0.400, 1.577)  -0.1360
N (1.192, 0.377, 2.052)  -0.3029
H (4.568, -2.713, 2.417)  0.4184
H (4.728, -1.254, 1.434)  0.4060
H (3.690, -2.572, 0.896)  0.3916
H (3.960, -1.333, 4.368)  0.4820
H (2.565, -0.268, 4.359)  0.3773
H (4.020, 0.176, 3.459)  0.4256
H (2.346, -3.212, 3.546)  0.4210
H (1.453, -2.972, 2.042)  0.3657
H (1.027, -2.051, 3.492)  0.4151
H (1.999, -0.869, 0.717)  0.2289
H (1.553, 1.082, 2.696)  0.1926
H (0.492, -0.189, 2.544)  0.2149

***

No. 4
C3H6N2O | ωB97M-V with the def2-TZVPD basis set

Summary:
* E_HOMO: -0.326 hartree
* ΔE to the lowest compared entry with this formula, charge and spin: 3.882 eV

Last column: Mulliken charge in e.
Cartesian coordinates (Å):
H (-2.886, -1.900, 0.595)  0.2639
N (-1.883, -2.050, 0.444)  -0.5262
C (-1.363, -1.010, -0.080)  -0.1091
C (0.100, -0.853, -0.372)  0.4739
O (0.693, -1.209, -1.357)  -0.4710
N (0.334, 0.407, 0.380)  -0.3205
C (1.275, 1.353, -0.204)  -0.7759
H (-1.308, 0.251, 0.264)  0.3412
H (0.469, 0.270, 1.378)  0.2845
H (0.799, 1.825, -1.066)  0.2377
H (1.588, 2.075, 0.552)  0.3093
H (2.182, 0.842, -0.534)  0.2924

***

No. 5
C4H9N3O2 | ωB97M-V with the def2-TZVPD basis set

Summary:
* E_HOMO: -0.349 hartree
* ΔE to the lowest compared entry with this formula, charge and spin: 4.679 eV

Last column: Mulliken charge in e.
Cartesian coordinates (Å):
H (0.269, -0.426, -1.335)  0.3357
N (1.287, -0.451, -1.309)  -0.7367
C (1.794, 0.676, -0.991)  -0.0495
N (1.045, 1.794, -0.635)  -0.2574
O (-0.199, 1.768, -1.228)  -0.2831
C (-1.197, 1.523, -0.291)  -0.1236
O (-1.188, 0.198, 0.161)  -0.1503
N (-0.457, 0.079, 1.394)  -0.4449
C (-0.272, -1.193, 1.654)  0.0564
C (-0.568, -2.299, 0.710)  -0.9107
H (2.856, 0.796, -0.878)  0.4260
H (1.500, 2.665, -0.912)  0.2777
H (-2.160, 1.772, -0.785)  0.2281
H (-1.056, 2.187, 0.593)  0.3382
H (0.257, -1.338, 2.590)  0.4014
H (-1.519, -2.126, 0.186)  0.2987
H (-0.519, -3.270, 1.236)  0.3089
H (0.127, -2.354, -0.159)  0.2851

***

No. 6
C4H13NO2 | ωB97M-V with the def2-TZVPD basis set

Summary:
* E_HOMO: -0.268 hartree
* ΔE to the lowest compared entry with this formula, charge and spin: 1.192 eV

Last column: Mulliken charge in e.
Cartesian coordinates (Å):
C (-2.204, 2.368, 0.762)  -1.1115
C (-1.315, 1.270, 1.302)  -0.4142
C (-0.655, 0.423, 0.507)  0.1026
N (0.368, -0.440, 0.759)  -0.1075
C (0.687, -0.934, 2.088)  -0.8903
H (-2.888, 1.971, 0.027)  0.3399
H (-1.630, 3.226, 0.393)  0.2284
H (-2.832, 2.722, 1.574)  0.3328
H (-1.159, 1.209, 2.372)  0.1879
H (-0.966, 0.446, -0.524)  0.3386
H (0.934, -0.871, 0.050)  0.1621
H (0.140, -1.866, 2.292)  0.2662
H (0.354, -0.212, 2.824)  0.2795
H (1.756, -1.111, 2.144)  0.3095
O (2.508, -0.726, -1.676)  -0.6452
H (3.008, -1.012, -2.449)  0.2977
H (2.972, 0.053, -1.352)  0.3139
O (-0.207, -1.400, -2.823)  -0.6278
H (0.580, -0.909, -2.536)  0.3241
H (-0.175, -2.218, -2.320)  0.3133

***

No. 7
C26H34N4O3 | ωB97M-V with the def2-TZVPD basis set

Summary:
* E_HOMO: -0.283 hartree
* ΔE to the lowest compared entry with this formula, charge and spin: 2.743 eV

Last column: Mulliken charge in e.
Cartesian coordinates (Å):
O (-3.224, -0.661, 2.141)  -0.7093
C (-3.803, 0.212, 1.519)  0.5382
N (-5.116, 0.279, 1.270)  -0.1371
C (-6.001, -0.851, 1.396)  -0.7743
C (-6.311, -1.450, 0.013)  -1.4100
C (-5.033, -1.632, -0.772)  0.9924
C (-4.133, -2.541, -0.421)  -0.4408
C (-2.791, -2.690, -1.066)  -0.8778
C (-2.444, -1.463, -1.903)  0.2799
C (-3.632, -1.100, -2.785)  -1.2711
C (-4.804, -0.672, -1.907)  -0.6515
C (-3.047, 1.400, 0.912)  0.6350
O (-3.610, 2.224, 0.209)  -0.7338
N (-1.751, 1.379, 1.226)  -0.0305
C (-0.756, 2.252, 0.670)  -1.6608
C (0.275, 1.426, -0.134)  1.7711
C (1.282, 2.347, -0.756)  -0.8470
C (1.823, 2.369, -2.009)  -0.4713
C (2.728, 3.459, -2.034)  -0.5254
C (2.666, 4.021, -0.798)  -0.7391
O (1.792, 3.359, -0.019)  -0.3594
N (0.798, 0.386, 0.743)  0.1017
C (1.031, -0.918, 0.160)  -0.3322
C (2.405, -1.033, -0.507)  -0.5824
N (3.432, -0.755, 0.477)  0.1439
C (4.700, -1.302, 0.310)  0.4122
C (5.869, -0.550, 0.450)  -0.2433
C (7.112, -1.147, 0.343)  -0.7648
C (7.227, -2.502, 0.089)  -0.4782
C (6.075, -3.259, -0.052)  -0.6357
C (4.831, -2.673, 0.061)  -0.2431
C (3.291, 0.581, 1.014)  -0.6474
C (1.888, 0.741, 1.628)  -1.5770
H (-5.404, 1.059, 0.690)  0.2986
H (-5.479, -1.582, 2.017)  0.3700
H (-6.924, -0.543, 1.896)  0.3987
H (-6.985, -0.782, -0.527)  0.3674
H (-6.818, -2.406, 0.156)  0.3984
H (-4.341, -3.222, 0.392)  0.3705
H (-2.788, -3.586, -1.696)  0.4067
H (-2.041, -2.841, -0.285)  0.3344
H (-2.226, -0.623, -1.239)  -0.5733
H (-1.559, -1.660, -2.513)  0.5593
H (-3.917, -1.971, -3.380)  0.3666
H (-3.369, -0.292, -3.471)  0.4159
H (-4.606, 0.327, -1.502)  0.2568
H (-5.714, -0.600, -2.510)  0.4663
H (-1.424, 0.578, 1.756)  0.3310
H (-1.264, 2.967, 0.019)  0.5131
H (-0.247, 2.794, 1.472)  0.2148
H (-0.256, 0.922, -0.949)  0.4286
H (1.604, 1.698, -2.815)  0.6223
H (3.335, 3.774, -2.858)  0.4863
H (3.170, 4.861, -0.364)  0.5127
H (0.241, -1.143, -0.557)  -0.1707
H (0.978, -1.647, 0.976)  0.5072
H (2.537, -2.033, -0.916)  0.6032
H (2.468, -0.308, -1.337)  -0.0402
H (5.817, 0.513, 0.626)  0.3674
H (7.999, -0.540, 0.451)  0.3632
H (8.199, -2.963, 0.003)  0.3775
H (6.146, -4.320, -0.242)  0.3575
H (3.949, -3.289, -0.023)  0.4109
H (4.023, 0.725, 1.810)  0.7309
H (3.460, 1.344, 0.238)  0.2706
H (1.761, 1.769, 1.967)  0.4412
H (1.821, 0.077, 2.496)  0.5049

***

No. 8
H6O15S3Zn | ωB97M-V with the def2-TZVPD basis set

Summary:
* net charge: -4
* E_HOMO: 0.174 hartree
* ΔE to the lowest compared entry with this formula, charge and spin: 0.774 eV

Last column: Mulliken charge in e.
Cartesian coordinates (Å):
Zn (-0.433, 0.210, -0.073)  1.6383
S (0.661, 1.943, -2.717)  1.0042
O (-0.118, 1.668, -1.469)  -0.5554
O (0.468, 0.806, -3.651)  -0.8075
O (0.122, 3.180, -3.360)  -0.8327
O (2.068, 2.138, -2.420)  -0.6783
S (-0.765, -2.741, 1.622)  0.9456
O (-0.923, -1.341, 1.123)  -0.4957
O (0.640, -3.164, 1.617)  -0.7143
O (-1.248, -2.818, 3.012)  -0.7944
O (-1.549, -3.590, 0.677)  -0.8401
S (2.677, 0.404, 1.373)  1.0280
O (3.172, -0.953, 1.564)  -0.7609
O (1.367, 0.368, 0.658)  -0.7278
O (2.401, 1.077, 2.691)  -0.9328
O (3.678, 1.216, 0.663)  -0.7649
O (-0.737, 1.666, 1.429)  -0.3043
H (0.015, 1.859, 2.017)  0.2720
H (-1.519, 2.004, 1.876)  0.1755
O (-2.666, 0.230, -0.463)  -0.4338
H (-3.379, 0.101, 0.171)  0.2315
H (-3.096, 0.376, -1.312)  0.2403
O (-0.460, -1.230, -1.542)  -0.4012
H (-0.793, -2.136, -1.528)  0.2373
H (0.418, -1.274, -1.957)  0.2713

***

- ΔE to the lowest compared entry with this formula, charge and spin of number 6 (C4H13NO2)?
  1.192 eV

***

- The highest ΔE to the lowest compared entry with this formula, charge and spin belongs to which entry?
  C6H6O